Record 1
Here is a structure of composition C5H11N at a distorted geometry from OMol25. Energies are from the ωB97M-V functional and the def2-TZVPD basis.

For the energy, the calculation gives -251.72778 hartree. The multiplicity is 1.

Each line ends with the Löwdin charge.
CARTESIAN COORDINATES (ANGSTROEM)
C  1.711  0.444  -0.660  -0.096
N  1.194  -0.394  0.389  -0.128
C  0.536  0.187  1.555  -0.082
C  -0.209  -0.391  0.386  -0.381
C  -0.948  0.985  -0.730  -0.054
C  -1.091  -1.612  0.194  -0.044
H  1.888  -0.178  -1.546  0.089
H  0.808  1.078  -0.867  0.024
H  2.636  0.951  -0.366  0.086
H  0.374  1.263  1.630  0.103
H  0.844  -0.275  2.502  0.103
H  -1.838  1.050  -0.135  0.028
H  -1.156  0.561  -1.726  0.052
H  -0.726  2.070  -0.982  0.070
H  -2.046  -1.455  0.701  0.074
H  -1.285  -1.703  -0.879  0.070
H  -0.691  -2.581  0.535  0.085

---

Record 2
Here is a cluster of 4 separate species, C5H11N in total at a distorted geometry from OMol25. Energies are from the ωB97M-V functional and the def2-TZVPD basis.

For the energy, the calculation gives -251.60918 hartree. The multiplicity is 1.

Each line ends with the Löwdin charge.
CARTESIAN COORDINATES (ANGSTROEM)
C  -1.922  1.090  -0.377  -0.123
C  -2.158  -0.184  -0.693  -0.122
N  0.489  -1.016  -0.696  0.095
C  1.100  -1.606  0.277  -0.094
C  1.145  -0.141  0.357  -0.399
C  2.282  0.683  -0.165  -0.080
H  -1.513  -0.032  1.253  0.102
H  -0.943  1.537  -0.490  0.044
H  -2.757  1.785  -0.236  0.061
H  -3.120  -0.642  -0.474  0.067
H  -1.349  -0.819  -1.031  0.012
H  -0.903  -1.094  1.679  0.084
H  1.475  -2.583  0.442  0.095
H  0.485  0.324  1.087  0.038
H  3.018  0.911  0.613  0.073
H  1.894  1.630  -0.561  0.072
H  2.778  0.156  -0.984  0.076